Here is a molecular structure, C20H36BrGeN7O4SW at a distorted geometry from the Open Molecules 2025 dataset. Energies are from wB97M-V/def2-TZVPD.

Values from the calculation:
- relative energy (zero: lowest compared OMol25 entry of this formula, charge and spin) (kJ/mol) = 0.0
- electronic energy (eV) = -179153.48168
- <S²> = 2.013
- 2S+1 = 3
- charge = +2

CARTESIAN COORDINATES (ANGSTROEM)
W1 0.1439 0.5827 -1.1467
N1 0.5072 0.6454 1.0563
C1 1.5263 -0.4752 1.3286
C2 2.3727 -0.1478 2.5570
C3 3.5642 -1.0892 2.9487
C4 3.1774 -2.5089 3.0558
N2 2.4120 -2.7929 4.2810
C5 2.1407 -4.0183 4.7514
N3 1.5941 -4.1965 5.9550
N4 2.4522 -5.1160 4.0052
C6 2.3768 -0.7611 0.0495
O1 3.3651 -1.4610 0.0538
O2 1.8721 -0.2809 -1.0973
H1 0.8711 1.5987 1.3212
H2 -0.3097 0.3515 1.5977
H3 0.9398 -1.3839 1.5135
H4 1.7478 -0.0849 3.4576
H5 2.8436 0.8695 2.4363
H6 3.9998 -0.7511 3.8953
H7 4.3354 -1.0582 2.2035
H8 4.0969 -3.0681 3.0670
H9 2.6861 -2.7869 2.1267
H10 2.1476 -1.9802 4.8132
H11 1.5826 -3.4634 6.6575
H12 0.9265 -4.9239 6.1392
H13 2.5519 -5.0679 2.9715
H14 2.3209 -6.0257 4.4342
Br1 0.3068 -1.5542 -4.1843
C7 0.3260 0.2435 -4.3717
C8 0.3395 0.7460 -5.6548
C9 0.5151 2.1190 -5.8519
C10 0.6777 2.9320 -4.7492
C11 0.6265 2.3665 -3.5030
N5 0.3752 1.0553 -3.3077
C12 0.6727 3.2481 -2.3347
O3 0.7007 4.4314 -2.4304
O4 0.5646 2.6112 -1.2015
H15 0.3430 0.1479 -6.5017
H16 0.5279 2.6296 -6.7817
H17 0.8044 4.0296 -4.8145
C13 -2.5411 -1.2242 1.9381
Ge1 -1.8297 -2.2575 0.4748
C14 -0.4301 -3.5444 1.0777
C15 -3.1721 -3.5721 -0.1361
C16 -1.2210 -1.1408 -0.9865
H18 -3.2583 -1.7209 2.5434
H19 -2.9771 -0.2844 1.6192
H20 -1.7016 -0.9594 2.6123
H21 -0.8376 -4.5185 1.0713
H22 -0.1237 -3.2539 2.0830
H23 0.3922 -3.5624 0.3636
H24 -3.1425 -4.3391 0.6639
H25 -2.7796 -4.0854 -1.0285
H26 -4.1536 -3.1486 -0.2838
H27 -2.0918 -0.9996 -1.6559
H28 -0.5393 -1.8965 -1.4785
C17 -1.5975 4.5236 0.0523
N6 -2.2586 4.2890 -1.2038
C18 -2.4981 5.3822 -2.1732
C19 -2.7868 4.6485 -3.5120
N7 -2.7235 3.2598 -3.0807
C20 -2.4212 3.1221 -1.7914
S1 -2.2870 1.5409 -1.0575
H29 -0.5793 4.9189 -0.0799
H30 -1.6039 3.5909 0.5923
H31 -2.1441 5.3347 0.5017
H32 -1.6079 6.0597 -2.1981
H33 -3.3648 5.9323 -1.8959
H34 -2.0350 4.8905 -4.2214
H35 -3.7172 4.9385 -3.9078
H36 -2.9929 2.4644 -3.6484

---

Here is 7 unconnected molecules or ions with the total composition C20H36F3N2O8S2 at a distorted geometry from the Open Molecules 2025 dataset. Energies are from wB97M-V/def2-TZVPD.

Values from the calculation:
- electronic energy (eV) = -70505.99808
- charge = -1

CARTESIAN COORDINATES (ANGSTROEM)
O1 2.4815 -0.9687 -0.1435
S1 1.5709 0.1018 0.1904
O2 1.3108 0.1294 1.6142
N1 0.2871 -0.0843 -0.7262
N2 -0.4911 1.1084 -1.0660
C1 -0.8551 1.8089 -0.1336
S2 -0.8998 2.8320 1.0530
C2 2.5352 1.6591 -0.2319
F1 3.8041 1.3020 -0.4888
F2 2.5871 2.5119 0.7926
F3 2.0807 2.2934 -1.3099
C3 1.2864 -0.5949 6.5020
C4 1.3455 0.8062 5.9367
O3 1.1129 1.7711 6.6307
C5 1.7045 0.9245 4.4813
H1 1.0183 -0.5503 7.5558
H2 0.5381 -1.1805 5.9668
H3 2.2576 -1.0811 6.3993
H4 0.9763 0.3996 3.8673
H5 2.6920 0.4966 4.3033
H6 1.7143 1.9722 4.1914
C6 4.1449 -2.1623 2.0009
C7 4.8525 -3.0581 2.9811
O4 4.3054 -3.5058 3.9636
C8 6.3008 -3.3838 2.6842
H7 3.1179 -1.9992 2.3145
H8 4.6499 -1.1968 1.9456
H9 4.1381 -2.6168 1.0114
H10 6.8901 -2.4663 2.6546
H11 6.3788 -3.8905 1.7212
H12 6.6948 -4.0349 3.4619
C9 2.8933 5.2804 -1.6904
C10 2.1003 6.5387 -1.4293
O5 0.9830 6.5119 -0.9803
C11 2.7800 7.8507 -1.7612
H13 2.3082 4.4107 -1.4148
H14 3.1465 5.2175 -2.7505
H15 3.8103 5.2923 -1.0980
H16 3.0315 7.8836 -2.8225
H17 3.6927 7.9583 -1.1729
H18 2.1090 8.6745 -1.5294
C12 2.0580 -3.9896 -0.7074
C13 0.9042 -4.8831 -1.0701
O6 0.6292 -5.1542 -2.2164
C14 0.0911 -5.4332 0.0796
H19 2.5568 -3.6551 -1.6128
H20 1.7030 -3.1135 -0.1655
H21 2.7711 -4.5395 -0.0876
H22 -0.3426 -4.6125 0.6524
H23 0.7271 -6.0309 0.7345
H24 -0.7092 -6.0596 -0.3089
C15 -2.9913 0.3346 -3.9842
C16 -3.7169 1.4344 -3.2428
O7 -3.2127 1.9738 -2.2922
C17 -5.0906 1.8103 -3.7466
H25 -2.0237 0.1661 -3.5159
H26 -3.5726 -0.5888 -3.9471
H27 -2.8406 0.6217 -5.0265
H28 -5.7607 0.9529 -3.6987
H29 -5.0306 2.1594 -4.7793
H30 -5.4982 2.6066 -3.1276
C18 -8.5228 -2.4924 -2.8717
C19 -7.7557 -1.2304 -2.5559
O8 -7.6611 -0.3321 -3.3569
C20 -7.1105 -1.1433 -1.1944
H31 -8.9324 -2.4252 -3.8766
H32 -7.8594 -3.3564 -2.8143
H33 -9.3405 -2.6203 -2.1610
H34 -6.3901 -1.9528 -1.0688
H35 -7.8706 -1.2160 -0.4152
H36 -6.5929 -0.1921 -1.0970

---

Here is 7 unconnected molecules or ions with the total composition C20H36N4O3 at a distorted geometry from the Open Molecules 2025 dataset. Energies are from wB97M-V/def2-TZVPD.

Values from the calculation:
- relative energy (zero: lowest compared OMol25 entry of this formula, charge and spin) (kJ/mol) = 796.3
- electronic energy (eV) = -33415.38101
- SMILES = C1CCOC1.C1CCOC1.C1CCOC1.CC#N.CC#N.CC#N.CC#N

CARTESIAN COORDINATES (ANGSTROEM)
C1 -0.4312 0.8638 -3.2964
C2 0.4138 -0.3373 -3.5272
N1 1.1343 -1.2274 -3.7361
H1 -1.0238 1.0537 -4.1913
H2 0.2154 1.7104 -3.0655
H3 -1.0121 0.6249 -2.4057
C3 -2.9441 -0.6229 -1.3525
C4 -3.8596 -0.5987 -0.2121
N2 -4.5163 -0.5521 0.6904
H4 -3.3147 -1.4800 -1.9148
H5 -1.9033 -0.9197 -1.2228
H6 -2.9914 0.1246 -2.1444
C5 -0.2824 -2.1824 0.2157
C6 -0.1913 -0.8431 -0.3627
N3 -0.0700 0.1898 -0.8302
H7 -0.8623 -2.3423 1.1247
H8 0.7320 -2.4713 0.4906
H9 -0.6337 -3.0165 -0.3917
C7 2.8746 -0.5132 -1.5353
C8 2.5057 -0.9181 -0.1534
N4 2.2328 -1.3237 0.8890
H10 1.9795 -0.1464 -2.0377
H11 3.3188 -1.4189 -1.9483
H12 3.5780 0.2583 -1.2221
C9 1.9786 -3.8056 3.4802
C10 1.1863 -2.7280 4.0491
C11 -0.2728 -3.3765 4.2167
O1 -0.2695 -4.4176 3.2684
C12 0.9933 -4.3831 2.5778
H13 2.1292 -4.5967 4.2147
H14 2.9805 -3.6889 3.0669
H15 1.0485 -1.8521 3.4152
H16 1.5680 -2.4229 5.0234
H17 -1.1071 -2.6881 4.0821
H18 -0.2901 -3.7854 5.2269
H19 1.1033 -3.8577 1.6292
H20 1.1384 -5.4577 2.4669
C13 -1.9009 2.0055 -1.0493
C14 -3.1471 2.4666 -1.6569
C15 -3.8445 3.2159 -0.4652
O2 -3.0315 3.0129 0.6853
C16 -2.3496 1.8419 0.4070
H21 -1.1105 2.7481 -1.1585
H22 -1.5174 1.0411 -1.3824
H23 -3.7171 1.6028 -1.9990
H24 -3.1379 3.1395 -2.5144
H25 -4.8162 2.7728 -0.2467
H26 -4.0520 4.2682 -0.6593
H27 -3.0572 1.0421 0.6255
H28 -1.5029 1.4732 0.9859
C17 1.5774 3.1740 -0.0420
C18 2.9899 2.7789 0.2856
C19 3.5129 2.1607 -1.0863
O3 2.3092 1.7113 -1.7335
C20 1.1368 1.9667 -0.9433
H29 1.5761 4.1086 -0.6028
H30 0.9840 3.1836 0.8723
H31 2.9533 2.0753 1.1173
H32 3.6515 3.6205 0.4912
H33 4.2396 1.3616 -0.9397
H34 3.9680 2.9540 -1.6794
H35 0.8442 1.1171 -0.3264
H36 0.3066 2.3059 -1.5629

---

Repeat the second record exactly.
Here is 7 unconnected molecules or ions with the total composition C20H36F3N2O8S2 at a distorted geometry from the Open Molecules 2025 dataset. Energies are from wB97M-V/def2-TZVPD.

Values from the calculation:
- electronic energy (eV) = -70505.99808
- charge = -1

CARTESIAN COORDINATES (ANGSTROEM)
O1 2.4815 -0.9687 -0.1435
S1 1.5709 0.1018 0.1904
O2 1.3108 0.1294 1.6142
N1 0.2871 -0.0843 -0.7262
N2 -0.4911 1.1084 -1.0660
C1 -0.8551 1.8089 -0.1336
S2 -0.8998 2.8320 1.0530
C2 2.5352 1.6591 -0.2319
F1 3.8041 1.3020 -0.4888
F2 2.5871 2.5119 0.7926
F3 2.0807 2.2934 -1.3099
C3 1.2864 -0.5949 6.5020
C4 1.3455 0.8062 5.9367
O3 1.1129 1.7711 6.6307
C5 1.7045 0.9245 4.4813
H1 1.0183 -0.5503 7.5558
H2 0.5381 -1.1805 5.9668
H3 2.2576 -1.0811 6.3993
H4 0.9763 0.3996 3.8673
H5 2.6920 0.4966 4.3033
H6 1.7143 1.9722 4.1914
C6 4.1449 -2.1623 2.0009
C7 4.8525 -3.0581 2.9811
O4 4.3054 -3.5058 3.9636
C8 6.3008 -3.3838 2.6842
H7 3.1179 -1.9992 2.3145
H8 4.6499 -1.1968 1.9456
H9 4.1381 -2.6168 1.0114
H10 6.8901 -2.4663 2.6546
H11 6.3788 -3.8905 1.7212
H12 6.6948 -4.0349 3.4619
C9 2.8933 5.2804 -1.6904
C10 2.1003 6.5387 -1.4293
O5 0.9830 6.5119 -0.9803
C11 2.7800 7.8507 -1.7612
H13 2.3082 4.4107 -1.4148
H14 3.1465 5.2175 -2.7505
H15 3.8103 5.2923 -1.0980
H16 3.0315 7.8836 -2.8225
H17 3.6927 7.9583 -1.1729
H18 2.1090 8.6745 -1.5294
C12 2.0580 -3.9896 -0.7074
C13 0.9042 -4.8831 -1.0701
O6 0.6292 -5.1542 -2.2164
C14 0.0911 -5.4332 0.0796
H19 2.5568 -3.6551 -1.6128
H20 1.7030 -3.1135 -0.1655
H21 2.7711 -4.5395 -0.0876
H22 -0.3426 -4.6125 0.6524
H23 0.7271 -6.0309 0.7345
H24 -0.7092 -6.0596 -0.3089
C15 -2.9913 0.3346 -3.9842
C16 -3.7169 1.4344 -3.2428
O7 -3.2127 1.9738 -2.2922
C17 -5.0906 1.8103 -3.7466
H25 -2.0237 0.1661 -3.5159
H26 -3.5726 -0.5888 -3.9471
H27 -2.8406 0.6217 -5.0265
H28 -5.7607 0.9529 -3.6987
H29 -5.0306 2.1594 -4.7793
H30 -5.4982 2.6066 -3.1276
C18 -8.5228 -2.4924 -2.8717
C19 -7.7557 -1.2304 -2.5559
O8 -7.6611 -0.3321 -3.3569
C20 -7.1105 -1.1433 -1.1944
H31 -8.9324 -2.4252 -3.8766
H32 -7.8594 -3.3564 -2.8143
H33 -9.3405 -2.6203 -2.1610
H34 -6.3901 -1.9528 -1.0688
H35 -7.8706 -1.2160 -0.4152
H36 -6.5929 -0.1921 -1.0970

---

Question: What is the electronic energy in the second record?
Answer: -70505.99808 eV